Entry 1:
Below is a cluster of 6 separate species, C22H53N2O10 in total, with properties calculated with the ωB97M-V functional and the def2-TZVPD basis.

The geometry in XYZ format:
```
87
Properties=species:S:1:pos:R:3:forces:R:3
C -1.415 0.127 3.026 1.57 0.41 0.56
C -2.589 -0.227 3.000 -2.63 0.04 -2.31
N -3.883 -0.471 2.583 3.13 0.03 1.07
N -4.731 0.380 3.365 -1.02 0.05 0.82
H -0.429 0.614 2.968 -1.21 -0.74 0.11
H -5.689 0.095 3.142 0.46 0.48 -0.01
H -4.590 1.372 3.137 -0.23 -0.31 -0.28
C -6.376 -3.445 0.280 -0.11 0.21 -0.06
O -5.820 -2.373 -0.459 0.01 -0.39 -0.05
C -4.456 -2.119 -0.106 0.06 0.20 -0.44
C -3.505 -2.701 -1.137 0.05 -0.07 0.45
O -3.548 -4.132 -1.139 -0.23 -0.03 -0.32
C -4.319 -4.645 -2.209 0.19 -0.01 0.19
H -7.316 -3.733 -0.197 0.02 0.08 -0.02
H -5.716 -4.316 0.297 0.03 0.03 0.05
H -6.589 -3.121 1.304 0.06 -0.12 0.06
H -4.233 -2.499 0.893 0.01 0.16 -0.02
H -4.329 -1.035 -0.084 0.07 -0.06 0.21
H -2.482 -2.415 -0.872 -0.05 0.05 0.02
H -3.715 -2.303 -2.137 -0.05 -0.05 0.00
H -3.761 -4.552 -3.149 -0.10 -0.01 -0.11
H -5.279 -4.132 -2.302 0.00 0.04 -0.01
H -4.506 -5.702 -2.015 0.07 0.01 0.02
C -0.125 1.470 0.017 -0.19 0.01 0.11
O 1.068 1.150 0.720 0.15 0.18 -0.33
C 2.055 0.562 -0.113 0.10 0.06 0.54
C 3.124 1.568 -0.503 -0.14 -0.23 -0.46
O 2.599 2.587 -1.352 -0.02 0.12 0.29
C 2.342 3.791 -0.651 0.06 -0.02 -0.15
H -0.729 2.116 0.654 0.03 -0.18 0.08
H 0.082 1.998 -0.919 0.10 -0.06 -0.02
H -0.690 0.556 -0.186 -0.08 0.07 -0.02
H 1.599 0.111 -1.001 0.03 0.09 -0.04
H 2.523 -0.240 0.467 0.07 -0.03 -0.08
H 3.903 1.051 -1.074 0.01 -0.02 0.05
H 3.593 2.004 0.385 -0.08 0.00 0.01
H 3.288 4.301 -0.435 -0.02 0.08 0.11
H 1.801 3.613 0.282 -0.01 -0.04 0.00
H 1.733 4.433 -1.288 0.04 -0.06 -0.04
C 1.002 -4.997 0.582 -0.15 -0.09 0.09
O 1.849 -5.402 1.649 0.13 0.18 -0.24
C 3.210 -5.058 1.428 -0.16 -0.18 0.49
C 3.603 -3.817 2.214 0.11 0.27 -0.50
O 2.927 -2.665 1.731 -0.05 -0.27 0.18
C 1.823 -2.293 2.554 -0.06 0.22 -0.05
H -0.031 -5.077 0.922 0.09 -0.03 0.03
H 1.188 -3.964 0.283 0.04 -0.03 0.01
H 1.140 -5.664 -0.277 0.00 0.07 -0.08
H 3.410 -4.922 0.360 -0.02 0.10 0.03
H 3.814 -5.902 1.778 0.05 0.01 -0.01
H 4.676 -3.639 2.076 0.02 -0.07 0.03
H 3.421 -3.958 3.284 -0.08 -0.06 -0.05
H 2.189 -1.826 3.474 -0.09 -0.01 0.04
H 1.194 -3.148 2.805 0.03 -0.01 -0.01
H 1.221 -1.568 2.008 0.04 0.00 0.05
C -3.734 0.478 -4.499 0.01 0.05 0.21
O -2.686 -0.444 -4.244 -0.13 0.00 -0.40
C -2.655 -1.503 -5.195 0.40 0.07 0.39
C -1.568 -1.280 -6.233 -0.40 -0.09 -0.31
O -1.859 -0.154 -7.056 0.15 0.09 0.26
C -1.119 0.997 -6.679 -0.04 -0.03 -0.13
H -3.555 1.368 -3.893 0.03 -0.11 0.05
H -3.771 0.776 -5.550 0.00 -0.06 -0.01
H -4.694 0.043 -4.202 -0.05 0.05 -0.07
H -3.632 -1.630 -5.671 0.05 0.06 -0.06
H -2.430 -2.422 -4.643 0.00 -0.02 -0.03
H -1.527 -2.153 -6.892 0.01 -0.02 0.04
H -0.588 -1.172 -5.757 -0.08 0.04 0.07
H -0.078 0.892 -7.003 0.05 0.07 0.08
H -1.151 1.168 -5.601 0.01 -0.04 0.01
H -1.557 1.860 -7.181 -0.01 -0.08 -0.05
C 4.837 5.900 5.642 -0.15 0.06 0.08
O 4.090 6.587 4.651 0.27 -0.17 -0.03
C 4.833 6.797 3.455 -0.49 0.10 -0.05
C 4.445 5.797 2.378 0.49 -0.16 -0.01
O 4.832 4.475 2.735 -0.22 0.17 0.14
C 3.741 3.702 3.220 0.03 -0.13 -0.10
H 4.145 5.572 6.418 -0.02 0.08 -0.07
H 5.343 5.021 5.235 0.02 0.04 -0.03
H 5.571 6.577 6.092 0.09 -0.08 0.02
H 5.909 6.760 3.653 -0.02 -0.10 -0.02
H 4.591 7.805 3.102 0.03 0.00 -0.03
H 4.981 6.048 1.457 -0.03 0.06 0.00
H 3.372 5.846 2.166 0.01 0.03 0.10
H 3.097 3.405 2.386 -0.11 -0.03 0.10
H 3.151 4.246 3.960 0.01 0.04 -0.03
H 4.142 2.803 3.689 0.06 0.04 -0.08
```
Positions in Å, forces in eV/Å.

Properties
- gap between HOMO and LUMO (eV) = 4.07
- energy relative to the best compared isomer or geometry (same formula, charge and spin) (eV) = 0.000
- total charge = -1

=====

Entry 2:
Below is a structure of composition C22H55CrF6O6P5Sb, with properties calculated with the ωB97M-V functional and the def2-TZVPD basis.

The geometry in XYZ format:
```
96
Properties=species:S:1:pos:R:3:forces:R:3
Cr -0.843 0.130 0.986 1.23 0.26 -0.49
C -1.335 -4.673 -2.029 -0.13 0.15 0.05
C -0.220 -3.861 -2.640 0.02 -0.21 0.23
C 1.141 -4.156 -2.046 0.00 0.32 -0.02
O -0.586 -2.401 -2.496 0.34 -0.60 0.05
P -0.165 -1.312 -1.496 -0.43 -0.10 -0.18
O -0.342 -1.636 -0.010 -0.24 0.33 -0.16
C 1.509 -0.744 -1.811 0.01 0.02 0.10
P 1.986 0.581 -0.668 -0.47 0.47 -0.16
O 1.257 0.348 0.626 -0.33 -0.05 0.06
O 3.510 0.632 -0.594 0.30 -0.21 0.13
C 4.433 -0.245 0.211 0.13 -0.11 0.02
C 5.483 0.653 0.803 0.08 0.17 -0.01
C 5.004 -1.301 -0.705 -0.08 0.08 -0.22
O 1.519 2.017 -1.202 0.14 -0.47 0.16
C 1.715 2.465 -2.675 0.21 0.15 -0.09
C 3.181 2.619 -2.992 0.04 -0.05 0.17
C 0.896 3.708 -2.896 -0.11 -0.04 0.12
O -1.127 -0.126 -1.799 -0.07 0.18 -0.26
C -1.958 0.100 -3.034 -0.03 0.04 -0.07
C -2.836 1.284 -2.728 0.04 0.15 0.04
C -1.100 0.306 -4.259 0.11 -0.02 0.08
H -1.179 -5.729 -2.261 0.02 0.07 0.04
H -2.301 -4.383 -2.448 0.07 -0.04 0.05
H -1.352 -4.554 -0.941 -0.01 -0.05 -0.09
H -0.201 -4.003 -3.714 -0.02 0.15 -0.17
H 1.175 -3.871 -0.988 0.01 -0.09 -0.04
H 1.940 -3.653 -2.596 -0.05 -0.04 0.05
H 1.331 -5.227 -2.110 -0.03 0.00 0.00
H 1.639 -0.485 -2.865 -0.01 0.00 0.07
H 2.184 -1.577 -1.588 0.01 0.08 -0.03
H 3.828 -0.695 1.001 -0.16 0.04 -0.01
H 6.076 1.121 0.013 -0.05 -0.05 0.09
H 6.149 0.043 1.417 -0.01 0.06 -0.03
H 5.048 1.434 1.427 0.00 -0.05 -0.03
H 5.587 -0.832 -1.501 -0.03 -0.06 0.05
H 4.232 -1.927 -1.161 0.09 0.00 0.07
H 5.669 -1.950 -0.135 -0.01 0.01 0.00
H 1.278 1.646 -3.240 -0.06 -0.19 0.10
H 3.626 3.411 -2.389 -0.02 -0.03 -0.04
H 3.266 2.898 -4.044 -0.02 0.00 0.02
H 3.746 1.698 -2.838 -0.05 0.08 -0.07
H 1.390 4.586 -2.492 -0.02 0.05 -0.01
H -0.094 3.618 -2.453 -0.01 -0.01 -0.06
H 0.780 3.849 -3.972 0.04 -0.02 -0.01
H -2.558 -0.799 -3.155 0.03 -0.15 0.12
H -2.251 2.207 -2.693 -0.05 -0.08 0.04
H -3.351 1.164 -1.773 -0.02 0.01 -0.06
H -3.583 1.381 -3.517 0.02 0.02 0.04
H -0.589 1.270 -4.223 -0.01 -0.04 -0.01
H -1.751 0.310 -5.135 0.03 0.02 0.03
H -0.377 -0.500 -4.400 -0.05 0.03 -0.02
C -1.851 2.731 3.620 0.12 -0.04 0.04
P -2.426 1.603 2.338 -0.10 -0.31 0.09
C -3.337 2.644 1.184 0.09 0.07 -0.06
C -3.706 0.554 3.105 -0.04 -0.02 0.02
C -4.235 -0.444 2.077 0.12 0.09 0.16
P -2.867 -1.231 1.157 -0.45 -0.18 0.02
C -3.608 -1.694 -0.427 0.11 0.13 -0.10
C -2.585 -2.835 1.951 0.21 0.09 0.00
H -2.745 3.129 4.108 0.04 -0.03 0.03
H -1.289 3.541 3.165 -0.03 0.06 0.03
H -1.217 2.242 4.359 -0.05 0.02 -0.01
H -4.037 3.233 1.781 -0.04 -0.01 -0.03
H -3.889 2.059 0.450 0.03 0.01 0.00
H -2.651 3.313 0.668 -0.01 -0.02 0.00
H -4.506 1.218 3.447 0.01 -0.04 0.06
H -3.297 0.059 3.988 -0.01 0.02 -0.06
H -4.876 0.053 1.348 -0.03 0.01 -0.02
H -4.827 -1.229 2.550 -0.06 0.01 -0.01
H -4.405 -2.409 -0.217 -0.04 0.02 0.00
H -2.874 -2.168 -1.075 0.00 -0.06 -0.01
H -4.034 -0.827 -0.931 0.04 -0.01 0.02
H -3.506 -3.410 1.854 -0.02 -0.03 0.01
H -2.345 -2.736 3.006 -0.02 -0.03 -0.01
H -1.778 -3.356 1.439 -0.02 -0.02 -0.02
F -0.957 1.700 0.137 -0.47 -0.46 -0.02
Sb 1.365 3.613 0.755 0.65 0.67 1.04
F -0.131 4.253 -0.084 -0.80 -0.06 -0.44
F 2.479 4.420 -0.472 0.24 0.25 -0.26
F 1.400 4.919 2.060 0.10 0.09 -0.10
F 2.816 2.633 1.368 0.29 -0.46 -0.08
F 0.353 2.552 1.958 0.03 -0.14 -0.01
C 1.698 0.282 3.600 0.03 0.15 -0.18
P 0.303 -0.700 3.015 -0.27 0.08 0.35
C 0.996 -2.338 2.705 0.01 -0.03 -0.17
C -0.687 -0.881 4.526 -0.02 0.04 0.00
H 2.151 -0.278 4.421 -0.01 0.03 0.02
H 1.370 1.255 3.959 -0.02 0.03 0.01
H 2.427 0.439 2.809 -0.03 0.01 0.00
H 1.579 -2.623 3.582 0.00 -0.03 0.02
H 1.646 -2.304 1.832 -0.02 0.01 0.01
H 0.216 -3.079 2.538 0.01 0.00 0.00
H -0.050 -1.327 5.292 -0.03 0.01 0.02
H -1.560 -1.516 4.398 0.02 0.01 0.01
H -1.006 0.101 4.881 0.03 -0.08 0.02
```
Positions in Å, forces in eV/Å.

Properties
- gap between HOMO and LUMO (alpha / beta) (eV) = 8.35 / 9.18
- spin multiplicity = 3
- energy relative to the best compared isomer or geometry (same formula, charge and spin) (eV) = 0.655
- total charge = +3